# 1
Density functional theory data (wB97M-V/def2-TZVPD) for a molecular structure, C18H19F9GaIO7P.

Properties
**HOMO level**: -6.092 eV
**Frontier orbital gap**: 8.2 eV
**E_LUMO**: 2.071 eV

The geometry in ORCA input format:
```
! wB97M-V def2-TZVPD RIJCOSX def2/J DEFGRID3
* xyz -1 1
O -2.8432 -0.8418 4.2868
P -1.4593 -0.3376 4.1711
O -0.3484 -1.5150 4.0042
O -0.9103 0.2158 5.5784
Ga -1.2167 1.2112 2.4085
I -1.5820 3.6296 3.2169
C -2.4526 0.5920 0.9143
F -2.0335 -0.7173 0.6104
F -2.1913 1.2903 -0.2748
C -3.9488 0.5536 1.0806
C -4.7190 -0.0349 0.0843
C -6.0986 -0.0793 0.1980
C -6.7160 0.4648 1.3137
C -5.9471 1.0485 2.3100
C -6.6262 1.5938 3.5314
F -6.9764 0.6082 4.4048
F -5.8612 2.4751 4.2026
F -7.7975 2.2330 3.2115
C -4.5653 1.0879 2.2021
C 0.7199 1.0396 1.7189
F 1.6237 1.3816 2.7064
F 1.0172 -0.2985 1.4063
C 1.1089 1.7761 0.4462
F 0.7680 3.0918 0.5274
F 2.4572 1.7181 0.2076
H -0.4879 -1.9740 3.1674
H 0.0519 0.2397 5.6061
H -4.2304 -0.4555 -0.7825
H -6.6997 -0.5331 -0.5768
H -7.7923 0.4310 1.4017
H -3.9839 1.5399 2.9919
H 0.6043 1.3262 -0.4097
O 4.1066 -5.2257 -1.2064
C 3.6925 -4.1254 -0.9792
O 3.0408 -3.8245 0.1639
C 2.5902 -2.4508 0.1423
C 3.4900 -1.7558 -0.8676
C 3.7924 -2.8842 -1.8498
H 1.5417 -2.4395 -0.1592
H 2.6627 -2.0494 1.1471
H 3.0176 -0.8880 -1.3169
H 4.4092 -1.4316 -0.3748
H 3.0424 -2.9570 -2.6396
H 4.7754 -2.8262 -2.3086
O 2.5686 -1.1265 -5.4796
C 3.2150 -0.2406 -5.0093
O 3.4265 -0.1315 -3.6763
C 4.1672 1.0638 -3.3723
C 4.8937 1.4206 -4.6658
C 3.9181 0.9009 -5.7216
H 3.4588 1.8355 -3.0656
H 4.8297 0.8430 -2.5392
H 5.1160 2.4825 -4.7419
H 5.8331 0.8696 -4.7258
H 3.1617 1.6414 -5.9874
H 4.3864 0.5388 -6.6320
*
```

List of Mulliken charges in e, atom by atom:
1. O -0.64
2. P 0.84
3. O -0.51
4. O -0.52
5. Ga -0.29
6. I -0.37
7. C 0.77
8. F -0.31
9. F -0.33
10. C 0.64
11. C -0.95
12. C -0.66
13. C -0.83
14. C -0.42
15. C 0.85
16. F -0.26
17. F -0.25
18. F -0.28
19. C 0.23
20. C 0.54
21. F -0.36
22. F -0.11
23. C 0.44
24. F -0.28
25. F -0.30
26. H 0.33
27. H 0.30
28. H 0.41
29. H 0.38
30. H 0.42
31. H 0.31
32. H 0.22
33. O -0.61
34. C 0.31
35. O -0.37
36. C -0.33
37. C 0.13
38. C -0.31
39. H 0.22
40. H 0.25
41. H -0.05
42. H 0.18
43. H 0.23
44. H 0.34
45. O -0.59
46. C 0.41
47. O -0.24
48. C -0.35
49. C -0.53
50. C -0.42
51. H 0.24
52. H 0.31
53. H 0.34
54. H 0.26
55. H 0.26
56. H 0.31

# 2
Density functional theory data (wB97M-V/def2-TZVPD) for a molecular structure, C22H15Cl2GdN4O7 in a non-equilibrium geometry.

Properties
**HOMO level (spin up / spin down)**: -6.905 / -6.923 eV
**Frontier orbital gap (spin up / spin down)**: 5.3 / 6.3 eV
**E_LUMO (spin up / spin down)**: -1.579 / -0.659 eV
**⟨S²⟩**: 15.86
**Energy relative to the best compared isomer or geometry (same formula, charge and spin)**: 7.2 kcal per mole

The geometry in ORCA input format:
```
! wB97M-V def2-TZVPD RIJCOSX def2/J DEFGRID3
* xyz 0 8
Gd 0.1898 -0.4316 -0.0488
Cl -6.4304 2.4943 0.7040
C -5.1828 1.4717 0.1440
C -4.0130 1.2764 0.9320
C -2.9109 0.5646 0.4461
N -1.7412 0.3879 1.1436
C -1.7424 0.4571 2.4966
O -2.7366 0.3963 3.2748
C -0.4327 0.4977 3.2341
C -0.4543 0.6701 4.6419
C 0.6945 0.5309 5.3710
C 1.9083 0.1686 4.6735
C 1.8490 0.0804 3.2961
N 0.7006 0.1987 2.5831
C -2.9115 0.0182 -0.9010
C -4.1277 0.1200 -1.6175
C -5.2150 0.8772 -1.1398
Cl -6.4926 1.1442 -2.2561
N -1.7867 -0.5527 -1.3615
C -1.7360 -1.0792 -2.6282
O -2.6939 -1.4234 -3.3261
C -0.4047 -1.1538 -3.2877
C -0.2974 -1.7418 -4.5678
C 0.8874 -1.6827 -5.2970
C 1.9874 -1.0964 -4.6998
C 1.8678 -0.6709 -3.3585
N 0.7285 -0.7792 -2.6370
H -4.0185 1.6958 1.9211
H -1.4043 0.9327 5.0878
H 0.6678 0.6870 6.4474
H 2.8512 -0.0200 5.2047
H 2.7456 -0.2163 2.7371
H -4.1693 -0.3504 -2.6038
H -1.2516 -2.1185 -4.9117
H 0.8909 -2.0647 -6.3058
H 2.9689 -0.9887 -5.1733
H 2.7295 -0.1955 -2.8679
O 2.2354 3.1335 0.9009
C 1.9557 2.0450 0.2238
O 0.8332 1.7832 -0.2457
C 3.1850 1.1160 0.1383
O 2.6682 -0.1783 -0.2448
C 3.4603 -1.3642 0.0436
C 2.5692 -2.4495 0.7016
O 3.0909 -3.3098 1.3843
O 1.2947 -2.3311 0.4708
H 1.4269 3.7015 1.0736
H 3.6967 1.1364 1.1005
H 3.9417 1.4050 -0.6179
H 4.3123 -1.1000 0.6771
H 3.8159 -1.6913 -0.9556
*
```

List of Mulliken charges in e, atom by atom:
1. Gd 0.99
2. Cl -0.23
3. C -0.03
4. C -0.59
5. C 0.12
6. N -0.12
7. C 0.43
8. O -0.73
9. C 0.47
10. C -0.77
11. C -0.25
12. C -0.98
13. C -0.16
14. N 0.14
15. C 0.37
16. C -1.05
17. C 0.22
18. Cl -0.22
19. N -0.09
20. C 0.03
21. O -0.75
22. C 0.65
23. C -0.55
24. C -0.36
25. C -0.86
26. C -0.08
27. N 0.04
28. H 0.54
29. H 0.49
30. H 0.42
31. H 0.39
32. H 0.33
33. H 0.72
34. H 0.50
35. H 0.43
36. H 0.37
37. H 0.40
38. O -0.47
39. C 0.59
40. O -0.58
41. C -0.50
42. O 0.05
43. C -0.45
44. C 0.44
45. O -0.66
46. O -0.70
47. H 0.44
48. H 0.41
49. H 0.42
50. H 0.38
51. H 0.39

# 3
Density functional theory data (wB97M-V/def2-TZVPD) for C4H6N2O2 in the gas phase in a non-equilibrium geometry.

Properties
**HOMO level**: -8.575 eV
**Frontier orbital gap**: 8.9 eV
**SMILES**: O[C@@H]1[C@@H]2NN=CO[C@@H]12
**E_LUMO**: 0.316 eV
**Energy relative to the best compared isomer or geometry (same formula, charge and spin)**: 174.2 kcal per mole

The geometry in ORCA input format:
```
! wB97M-V def2-TZVPD RIJCOSX def2/J DEFGRID3
* xyz 0 1
O -2.2638 0.2459 -0.4958
C -1.4599 -0.1139 0.5596
C -0.0946 0.5900 0.4493
N 0.8354 1.5600 -0.0686
N 2.0251 0.6578 -0.0761
C 1.9551 -0.5552 -0.0100
O 0.9055 -1.4015 0.0033
C -0.2800 -0.7789 -0.3051
H -3.1656 -0.3617 -0.1291
H -1.9960 -0.3333 1.4201
H 0.3858 0.3500 1.4632
H 0.6974 1.8602 -1.0901
H 2.8657 -0.9524 -0.2940
H -0.4101 -0.7670 -1.4265
*
```

List of Mulliken charges in e, atom by atom:
1. O -0.50
2. C -0.46
3. C -0.22
4. N -0.26
5. N -0.45
6. C 0.05
7. O -0.40
8. C -0.07
9. H 0.36
10. H 0.52
11. H 0.31
12. H 0.36
13. H 0.46
14. H 0.30

# 4
Density functional theory data (wB97M-V/def2-TZVPD) for 11 unconnected molecules or ions with the total composition C32H93N15O11 in a non-equilibrium geometry.

Properties
**HOMO level**: -8.774 eV
**Frontier orbital gap**: 8.5 eV
**SMILES**: COC[C@H](C)N.COC[C@H](C)N.COC[C@H](C)N.COC[C@H](C)N.COC[C@H](C)N.COC[C@H](C)N.COC[C@H](C)N.NC(N)=O.NC(N)=O.NC(N)=O.NC(N)=O
**E_LUMO**: -0.237 eV
**Energy relative to the best compared isomer or geometry (same formula, charge and spin)**: 162.0 kcal per mole

The geometry in ORCA input format:
```
! wB97M-V def2-TZVPD RIJCOSX def2/J DEFGRID3
* xyz 0 1
C 4.9223 -0.0330 -0.0663
O 6.1159 -0.6928 0.2267
C 7.2886 -0.2178 -0.2505
C 8.3791 -0.5895 0.7996
C 9.7338 -0.0116 0.5735
N 8.3513 -2.0142 0.9550
H 4.0913 -0.4098 0.5301
H 4.5927 -0.3365 -1.0600
H 4.9531 1.0565 -0.0625
H 7.5964 -0.5228 -1.2507
H 7.3997 0.8597 -0.1291
H 7.9542 -0.1715 1.7122
H 10.3244 -0.2003 -0.3230
H 10.3647 -0.1258 1.4550
H 9.5608 1.0620 0.6476
H 8.7817 -2.4866 0.1730
H 7.3655 -2.2239 0.8891
C -1.9694 7.8829 -2.0578
O -1.4542 6.5343 -2.0059
C -0.7279 6.2706 -0.8313
C 0.1741 5.0671 -1.0528
C -0.6177 3.7358 -1.3193
N 1.2616 4.9063 -0.0812
H -2.5727 8.0024 -2.9578
H -1.0864 8.5172 -2.1358
H -2.3553 8.0631 -1.0544
H -0.0812 7.1139 -0.5886
H -1.3401 6.1836 0.0663
H 0.7587 5.2743 -1.9491
H -1.2725 3.7517 -2.1906
H -1.2856 3.5287 -0.4833
H 0.0833 2.9011 -1.3206
H 0.8048 4.6853 0.7920
H 1.7533 4.0391 -0.2430
C -1.3944 -1.0478 -5.0854
O -2.6545 -1.0056 -5.8428
C -2.6299 -0.1097 -6.9553
C -3.8668 -0.3818 -7.7430
C -3.8574 -1.8805 -8.2289
N -3.9624 0.5397 -8.8262
H -1.4674 -1.6653 -4.1902
H -1.1956 -0.0094 -4.8203
H -0.5523 -1.3701 -5.6979
H -2.8563 0.9238 -6.6929
H -1.8114 -0.2275 -7.6654
H -4.7335 -0.3051 -7.0864
H -2.9133 -2.2953 -8.5821
H -4.6088 -2.0970 -8.9883
H -4.0808 -2.4702 -7.3399
H -4.3144 1.4489 -8.5626
H -4.5934 0.1227 -9.4955
C -0.3938 -0.3395 -0.9537
O -0.3933 -1.2940 0.1091
C 0.5460 -0.8827 1.1221
C 0.8419 -2.0959 2.0266
C 1.7377 -1.5705 3.1130
N 1.5463 -3.0431 1.2604
H -0.6805 0.6298 -0.5456
H -1.2112 -0.7665 -1.5347
H 0.5044 -0.2358 -1.5625
H 1.4809 -0.4703 0.7426
H 0.1360 -0.1089 1.7711
H -0.0030 -2.6422 2.4459
H 2.6692 -1.1962 2.6883
H 1.9850 -2.4111 3.7614
H 1.3361 -0.8342 3.8092
H 1.3897 -2.9392 0.2680
H 2.5296 -2.9973 1.4862
C -3.0118 -2.5288 3.6465
O -3.9870 -3.0611 2.7794
C -5.2980 -3.2578 3.3575
C -6.0346 -4.5212 2.7382
C -6.1945 -4.5284 1.2132
N -7.3500 -4.6997 3.3533
H -2.6496 -3.2512 4.3780
H -3.2782 -1.5949 4.1414
H -2.1903 -2.3187 2.9615
H -5.3589 -3.4896 4.4208
H -5.9152 -2.3753 3.1886
H -5.3326 -5.3192 2.9802
H -7.0617 -4.0371 0.7720
H -6.2310 -5.5535 0.8448
H -5.3259 -4.0267 0.7866
H -7.2859 -5.2470 4.1998
H -7.7790 -3.8016 3.5249
C 6.3553 2.5517 4.6089
O 5.3365 1.8118 3.9414
C 4.1317 2.4987 3.8276
C 3.5129 2.7707 5.3012
C 2.4247 1.8143 5.7218
N 2.8755 4.0169 5.1943
H 6.4093 2.5300 5.6973
H 6.4543 3.6194 4.4131
H 7.2289 1.9697 4.3153
H 4.3996 3.4282 3.3252
H 3.3388 1.9843 3.2846
H 4.3079 2.7425 6.0464
H 1.4963 1.8423 5.1514
H 2.0551 1.8098 6.7473
H 2.8666 0.8473 5.4816
H 2.0864 3.9410 4.5684
H 2.5284 4.2238 6.1199
C -4.6314 0.5172 -3.3247
O -4.8031 1.8759 -3.0233
C -6.0265 2.5339 -3.4788
C -6.0577 2.6795 -5.0246
C -4.9838 3.5462 -5.6225
N -7.3642 3.2436 -5.4367
H -3.6393 0.2087 -2.9950
H -4.5544 0.4047 -4.4062
H -5.4256 -0.0259 -2.8126
H -6.9004 1.9436 -3.2035
H -6.1392 3.5119 -3.0108
H -6.0532 1.7271 -5.5547
H -4.8229 4.4785 -5.0811
H -5.2421 3.7588 -6.6599
H -4.0240 3.0396 -5.7232
H -7.3923 3.2898 -6.4452
H -7.3198 4.2216 -5.1885
N 1.4233 -5.4330 2.7393
C 2.0684 -6.5085 2.2887
N 2.7791 -6.2151 1.1992
O 1.7930 -7.6162 2.6673
H 1.2895 -4.5970 2.1887
H 0.6678 -5.6111 3.3855
H 3.3683 -6.9489 0.8325
H 3.1175 -5.2635 1.2114
N -1.4686 -4.2364 -1.4888
C -1.9312 -4.6915 -0.3568
N -1.6778 -3.7753 0.5571
O -2.3768 -5.8058 -0.1988
H -1.3224 -4.8527 -2.2755
H -1.0103 -3.3372 -1.4497
H -2.1899 -3.7105 1.4253
H -1.1811 -3.0066 0.1299
N -0.5070 2.7148 2.5627
C -0.1005 3.8808 2.9218
N -0.9485 4.5435 3.6179
O 0.9388 4.4117 2.6383
H 0.2282 2.2097 2.0888
H -1.3213 2.3415 3.0292
H -1.8966 4.2005 3.5585
H -0.7136 5.5039 3.8239
N 5.3140 -2.1758 2.4950
C 4.7863 -3.3649 2.4580
N 4.4809 -3.7784 3.6829
O 4.5818 -3.9820 1.4322
H 5.5648 -1.6408 1.6758
H 5.1007 -1.6517 3.3316
H 4.6258 -3.0631 4.3811
H 3.9960 -4.6573 3.7947
*
```

Mulliken atomic charge list, values in e, 99 entries:
1. C -0.58
2. O -0.34
3. C -0.88
4. C 0.69
5. C -1.57
6. N -0.62
7. H -0.15
8. H 0.32
9. H 0.46
10. H 0.22
11. H 0.45
12. H 0.14
13. H 0.35
14. H 0.39
15. H 0.39
16. H 0.28
17. H 0.19
18. C -0.78
19. O -0.30
20. C -0.91
21. C 0.52
22. C -1.24
23. N -0.66
24. H 0.24
25. H 0.31
26. H 0.33
27. H 0.46
28. H 0.35
29. H 0.31
30. H 0.56
31. H 0.24
32. H 0.26
33. H 0.10
34. H 0.25
35. C -0.68
36. O -0.36
37. C -0.48
38. C 0.79
39. C -1.39
40. N -0.69
41. H 0.09
42. H 0.31
43. H 0.40
44. H 0.05
45. H 0.45
46. H -0.05
47. H 0.33
48. H 0.41
49. H 0.33
50. H 0.22
51. H 0.28
52. C -0.73
53. O -0.35
54. C -0.66
55. C 1.19
56. C -1.62
57. N -0.04
58. H 0.29
59. H 0.11
60. H 0.31
61. H 0.40
62. H -0.05
63. H -0.18
64. H 0.03
65. H 0.43
66. H 0.50
67. H 0.09
68. H -0.13
69. C -0.43
70. O -0.22
71. C -0.84
72. C 0.31
73. C -1.15
74. N -0.60
75. H 0.31
76. H 0.42
77. H -0.24
78. H 0.37
79. H 0.28
80. H 0.31
81. H 0.33
82. H 0.28
83. H 0.23
84. H 0.27
85. H 0.26
86. C -0.94
87. O -0.26
88. C -0.60
89. C 0.73
90. C -1.26
91. N -0.78
92. H 0.32
93. H 0.43
94. H 0.25
95. H 0.34
96. H 0.19
97. H 0.22
98. H 0.15
99. H 0.43